Computed, not measured: a cluster of 9 separate species, C36H65N5O4 in total at a distorted geometry, with ωB97M-V/def2-TZVPD.

```
! wB97M-V def2-TZVPD RIJCOSX def2/J DEFGRID3
* xyz 0 1
H 0.1470 2.5013 -0.2664
C 0.0077 -0.1919 -2.1420
H -3.4284 -2.4451 -1.8833
H 3.8308 -0.2274 -6.7372
C -4.6001 -0.8376 -2.4584
H -5.6368 -5.0891 1.1505
H -1.3006 -4.1319 3.2555
H -2.8432 -2.1904 2.2199
H 3.4413 -2.2096 -0.3122
C 0.9239 -4.1521 -0.1922
C 0.2104 -4.4645 -1.3227
H 5.5779 -1.6647 1.0408
H -0.6537 -1.5898 -0.6742
N 2.9947 -0.1226 -0.0849
H 3.4454 5.7219 -2.6831
C 3.3566 4.7121 -3.0395
H -4.1427 -0.5473 -3.3896
H 2.0885 -0.0114 -0.5555
C -1.2937 5.0913 -1.3467
N 3.6184 2.4414 -2.8092
H -1.5587 4.9368 -2.4076
H 3.5513 1.8820 -4.8589
H 0.6352 4.0870 -1.5526
H -2.1755 3.5654 2.1583
C -3.5228 -0.1765 2.2392
H -1.8087 4.3161 -0.8369
H 0.7439 1.7376 -2.8879
C 3.6786 -1.2799 0.1136
H -1.0800 -2.5821 5.1150
H -1.6194 -0.9354 1.9515
H 0.6489 6.2616 2.4425
C -2.4614 -1.1960 2.5216
C -5.7250 -4.0117 0.8795
H -5.9133 -4.3389 -1.2676
H 0.7462 4.5454 2.8756
H 3.2796 1.8598 0.5080
C -3.2189 3.4667 2.5912
H 1.6316 -0.7717 -5.3725
C 1.4490 -1.8838 4.6437
C 3.2767 4.0911 -4.3594
C 3.5253 3.7045 -2.1660
H -2.0894 -3.1771 0.7165
C -0.8989 -4.5938 4.2119
O -2.9954 1.1079 2.5230
C 4.4525 -0.9798 -3.6182
H -0.8099 0.3567 0.9764
C -3.8250 2.1595 2.1368
H -1.8091 -4.9293 4.7450
H 2.2267 4.2013 0.8224
C 2.1228 -1.0620 3.6157
C 1.5396 5.0532 0.9783
H -6.7502 -3.6508 1.0731
H -3.9543 2.3070 1.0845
H 2.8728 -0.5025 4.1610
H 5.2419 -1.2623 -2.9435
C 3.1019 -1.2282 -3.7100
C -0.3404 -3.4649 4.9311
O 0.6685 -2.8936 4.0718
H 0.0763 -3.7715 5.8990
H 2.1285 -2.3530 5.3008
H 1.9132 5.9193 0.4845
H 0.8229 -1.2945 5.3563
H -2.0782 -1.0895 3.5453
H 0.7037 -4.9196 -2.1515
H 5.5703 1.1249 1.4030
C 4.8270 -0.9950 0.7662
C 3.7579 -0.5407 -5.6880
H 0.2887 -3.3776 1.7271
H 2.5156 -1.6683 -2.8723
H 2.6414 -1.6338 2.8697
H -4.8912 -2.9761 -2.8382
N 4.8665 -0.5934 -4.8893
C 2.6662 -0.8954 -5.0232
H -4.2982 -4.2805 -0.6962
H -3.0930 3.4977 3.6252
C -4.4767 -2.2568 -2.0913
H -3.7693 -0.3190 1.1793
H -2.0576 -4.3397 -1.5258
N 0.0038 -3.6184 0.7841
H 5.8754 -0.5265 -5.1407
C 1.3045 5.3451 2.3954
H -4.2926 -0.1828 -1.6183
C 0.3340 1.1459 -2.0343
H -1.8091 5.9993 -0.9993
H 1.4600 -0.2652 3.2580
O 0.2746 4.7991 0.4018
H -3.8842 4.3360 2.3463
N -0.3627 -0.6460 -0.8926
C -0.4158 0.3679 -0.0449
C 0.0278 1.5209 -0.6655
H -0.0306 -0.8066 -3.0100
O -5.1669 -2.4260 -0.8518
H 3.7139 1.5639 -2.2721
H -5.6306 -0.5863 -2.6759
C 4.8478 0.4414 1.0211
H -0.2468 -5.3944 3.9222
C 3.6945 0.8888 0.4450
H -4.4702 -0.3012 2.8496
H -4.7777 1.8676 2.5876
C -1.1470 -4.1918 -1.0643
H 1.9472 -4.2364 0.0222
C 0.2026 4.9520 -1.0621
H 3.5854 3.7971 -1.0959
H 3.2327 4.5258 -5.3528
C -5.2970 -3.7658 -0.5774
H 0.8697 5.7898 -1.3669
H -5.0290 -3.4593 1.5519
H 2.2586 5.4537 2.8111
C -1.2531 -3.6607 0.2175
C 3.4863 2.7238 -4.1456
*
```

Properties
- Max |F|: 3.64 eV/A
- LUMO energy: 0.02939 hartree
- Structure (SMILES): c1cc[nH]c1.c1cc[nH]c1.c1cc[nH]c1.c1cc[nH]c1.c1cc[nH]c1.CCOCC.CCOCC.CCOCC.CCOCC
- Molar mass: 631.95 g mol⁻¹
- HOMO level: -0.2933 hartree

---

Computed, not measured: a structure of composition C42H47BiN2O3P2S3Si at a distorted geometry, with ωB97M-V/def2-TZVPD.

```
! wB97M-V def2-TZVPD RIJCOSX def2/J DEFGRID3
* xyz -2 1
C 4.6181 -0.6759 -2.2183
C 1.9001 1.7187 3.0101
H 1.0808 -0.8351 -4.0249
H -5.9311 2.6307 2.2862
O 2.2871 -0.2888 -1.8279
C -4.8744 2.4596 2.4452
H 5.1118 -0.4304 -3.1582
H 1.1493 5.1620 -2.8320
H 1.3084 2.3474 3.6696
C 0.1717 -2.2711 2.1726
H 2.9339 2.0499 3.0970
H 3.2462 -0.0050 1.7608
H -1.0862 -3.5916 1.0642
H 0.1789 3.0451 -2.0526
C 0.6934 -1.9895 3.4263
C -0.5149 -3.8244 4.3872
C -2.1723 2.0273 2.8567
C 3.4785 -0.9841 1.3755
C -0.9965 -0.9274 -6.7468
N -1.2043 -0.0830 -4.5125
H 5.0741 -1.5695 -1.7927
H -0.0889 7.2831 -2.5669
H 2.0261 -3.6289 -0.1202
H 3.3229 -3.3876 -4.6337
H -3.3058 5.1235 -0.7481
S -2.3817 2.5308 -0.6729
H 6.0973 -3.1096 1.0800
Bi -0.9469 0.4373 -1.2774
H -1.7970 -0.8366 -7.4836
C -4.6616 -3.7011 2.8279
C 2.8238 2.2175 0.1404
C 0.3910 3.5632 1.2286
H 4.3697 -1.9650 -4.8465
H 0.7289 4.1743 0.3993
H 0.9280 0.1188 -6.8260
C 5.0873 -2.7296 0.9915
H -4.9335 0.4436 1.7171
C 2.8048 -3.0272 0.3291
C -0.5280 6.3522 -2.2356
H -2.9950 -0.6753 4.5162
H 0.8070 -2.2999 -3.1040
N 2.8256 -1.7882 -3.4217
H 1.8413 0.7101 3.4021
C -2.7264 3.2611 3.1512
H 0.7713 -2.5092 5.4958
H -0.6862 3.4978 1.1597
C -0.3712 3.9674 -1.9394
C 4.0941 -3.5120 0.4258
H -0.4377 -1.8430 -6.9559
H 4.3309 -4.5024 0.0557
C -2.3325 5.1546 -1.2159
O 0.3029 1.6358 -4.6211
C 1.4443 -1.8488 -3.8640
H -4.5092 4.4491 3.1391
C -3.4708 -1.5226 4.0388
C 3.8151 -2.5671 -4.1135
C -4.1598 -2.4420 4.8025
H 4.5307 -2.9958 -3.4096
H -4.2199 -2.3143 5.8771
C -1.6297 3.9543 -1.3407
H -5.3033 -4.2538 4.8011
H -5.1220 -4.5627 2.3607
C -2.9636 1.0199 2.3265
H -2.3425 7.2614 -1.5272
H -0.7850 -4.4228 5.2489
C -1.0375 -4.1197 3.1376
C 0.3522 -2.7540 4.5259
Si 1.2485 1.8474 1.1865
H -3.8910 -2.8945 0.9905
H 3.2037 1.3071 -0.3068
H 4.7263 0.1532 -1.5233
C -4.3238 1.2349 2.1348
H -1.7312 -4.9425 3.0199
C -1.6478 -1.0481 -5.3246
P 0.6863 -1.2572 0.6882
H 5.5608 -0.8361 1.8636
H 2.5736 2.8884 -0.6765
C 3.1333 -0.8971 -2.4547
H -0.4562 1.1326 -7.2500
C -0.3190 0.7059 -5.1205
C -0.1288 0.3011 -6.6218
C 0.1663 5.1608 -2.3799
H -2.0980 4.0568 3.5314
C -0.6871 -3.3565 2.0408
P -2.2029 -0.5645 1.7739
C 0.1435 0.4133 0.7369
C 4.7773 -1.4604 1.4496
C -1.7858 6.3402 -1.6513
C -4.7590 -3.5358 4.2001
C 2.4769 -1.7655 0.8159
C -3.9718 -2.7801 2.0615
O -2.4456 -1.9342 -5.0737
C -3.3805 -1.6684 2.6534
S -0.0765 -2.2883 -0.8287
H 1.3633 -2.4153 -4.7887
S -2.9819 -0.6373 -0.1397
C -4.0743 3.4800 2.9344
H -1.1185 1.8448 3.0060
H 3.6192 2.6749 0.7285
H 1.3702 -1.1560 3.5361
H 0.6205 4.0994 2.1455
*
```

Properties
- Max |F|: 1.78 eV/A
- LUMO energy: 0.15183 hartree
- Molar mass: 1023.06 g mol⁻¹
- Relative energy (zero: lowest compared OMol25 entry of this formula, charge and spin): 19.9 kcal/mol
- HOMO level: -0.0573 hartree